A molecular structure, C59H130F6N3OP3 at a distorted geometry. Source: OMol25; level of theory: the ωB97M-V functional and the def2-TZVPD basis.

CARTESIAN COORDINATES (ANGSTROEM)
C: -2.097 -3.408 -7.224
H: -1.432 -2.207 -0.606
H: 5.803 6.006 -3.423
H: -4.873 -1.642 1.955
C: -5.703 -2.451 -1.882
C: 3.077 0.958 -4.138
H: 5.517 -0.032 -1.047
H: 0.864 3.329 3.597
H: -0.992 -3.027 -0.848
H: 7.923 3.999 0.644
H: -0.840 -0.226 -2.576
N: -3.920 3.356 -0.701
H: 3.229 -2.516 4.004
C: 3.758 5.440 -2.878
H: -6.781 -2.327 -1.783
H: -0.403 -4.005 5.080
C: 2.164 -2.719 4.116
C: -5.931 4.705 -0.290
H: 5.583 4.108 -0.259
H: 2.936 2.649 -2.526
H: -0.055 4.009 2.479
C: 3.349 0.326 -0.649
H: 1.334 -2.008 1.439
H: -6.542 2.225 0.051
H: 4.138 -2.197 -1.241
C: -1.341 -2.601 -6.115
H: 3.494 -1.569 -2.651
H: -3.421 1.934 -2.833
H: 3.001 4.089 1.875
H: 5.783 -1.440 -3.703
C: -4.258 4.504 1.559
H: -4.834 -1.146 4.102
H: -3.030 -4.499 0.759
C: -2.734 -0.288 1.290
H: -4.917 4.686 2.408
H: 0.471 -5.421 0.087
C: -2.687 -1.474 3.611
C: 4.946 2.219 0.772
H: 1.398 1.516 3.111
H: 8.553 2.071 1.842
H: 2.068 -3.432 3.297
H: 6.625 4.482 1.847
H: 5.265 -3.120 -3.064
H: -0.510 -0.620 3.366
P: 0.540 -0.209 -0.299
C: 3.156 4.454 -1.769
H: 6.425 -1.979 -2.304
C: -1.532 -2.423 1.619
H: -4.289 -3.158 2.304
C: 5.495 -2.073 -2.864
H: -0.959 1.525 0.081
H: -5.361 -0.787 -2.979
H: 0.856 1.325 -3.905
C: -4.969 3.731 0.370
H: 1.005 6.164 2.560
C: 0.699 -5.515 -0.974
H: 0.452 -3.026 -1.413
H: 1.434 -0.196 1.772
H: -1.628 -4.316 -4.822
F: 1.819 -1.050 -0.997
C: 1.584 -3.266 5.430
C: 1.179 5.429 3.346
H: -0.490 -5.375 -2.755
H: -1.810 2.385 -2.399
H: 2.074 4.478 -1.896
H: 3.425 5.084 -3.853
C: 6.052 3.234 0.192
C: -2.630 1.727 -2.113
H: 1.618 2.096 6.194
H: -5.423 5.614 -0.613
H: 1.152 3.185 4.874
H: 0.341 5.587 4.026
C: -1.746 2.276 0.147
H: -3.901 0.295 3.815
H: -0.928 -3.751 -0.058
H: -1.664 -5.086 -8.471
H: -3.280 -3.346 -3.119
C: -2.980 -2.299 -3.089
H: 1.777 -0.303 5.537
H: 5.327 1.206 0.901
H: -5.463 -3.078 -2.741
H: 4.573 2.944 -2.254
C: -1.146 -4.494 -7.717
H: -3.201 -0.324 -1.979
H: -0.473 -2.109 -6.555
H: -5.197 -0.367 -1.262
H: -0.009 -3.682 -4.773
H: -0.281 -1.151 6.020
C: 7.061 3.691 1.237
H: -6.366 4.316 -1.210
H: -0.240 -4.056 -8.137
F: 1.583 0.442 0.729
C: -2.925 -3.748 -0.025
H: 3.445 -0.269 0.260
H: 2.781 -6.086 -1.236
C: 4.559 0.007 -1.566
H: 1.606 1.766 1.455
F: -0.567 -0.766 -1.337
H: -3.064 -4.109 -1.044
H: -4.341 -2.066 -0.479
C: -0.471 -4.880 -1.784
H: 1.597 -1.309 -4.060
C: 1.861 2.559 0.753
H: 0.720 -6.604 -1.002
C: 1.221 1.226 4.147
H: -6.689 4.950 0.454
H: 3.010 -0.129 4.341
C: -3.856 -0.696 4.267
H: 1.887 -4.313 5.402
F: 0.701 1.189 -1.188
H: -5.398 0.353 1.055
H: 4.587 0.561 -2.504
O: -3.463 4.366 -1.494
H: 6.620 2.701 -0.571
C: -4.045 -2.818 0.252
H: -6.153 2.496 1.743
H: -2.397 -2.871 -8.124
H: -0.376 -2.266 3.044
H: -3.847 5.461 1.235
H: -1.863 2.436 1.219
H: 5.645 4.269 -3.199
H: 1.799 4.743 0.947
H: -0.963 -5.196 -6.904
H: 2.286 -4.766 -2.263
H: -1.334 3.250 -0.116
H: -1.932 -1.738 -5.806
H: -2.710 -2.467 4.062
F: -0.622 0.399 0.704
H: -4.631 0.721 -1.189
H: 3.451 6.454 -2.619
H: -0.823 -0.289 -4.311
H: -1.745 -0.994 3.875
C: 2.182 -5.176 -1.258
H: 3.320 2.016 -4.240
H: -3.370 0.064 -0.208
H: 1.668 1.207 -2.483
C: -0.521 -3.358 -1.773
H: -2.567 0.084 5.998
C: 1.130 -0.647 -3.331
H: -1.580 -3.283 2.287
C: 1.958 3.901 1.621
C: -4.780 1.236 0.895
H: 3.938 0.578 -3.589
C: 7.637 2.540 2.201
C: 4.403 -1.518 -2.052
C: 1.686 -1.208 2.090
C: 0.084 -3.224 5.663
H: -3.450 3.909 1.984
C: -0.104 -1.533 3.803
H: -3.091 -1.670 -1.014
H: 0.977 2.637 0.120
H: -4.918 -3.411 -0.020
H: 2.772 -1.202 2.005
H: 7.124 1.599 2.401
C: -1.646 -2.959 0.153
H: -1.955 0.315 1.758
H: -4.166 1.302 1.793
H: 2.052 -2.782 6.287
C: 1.928 -0.166 4.467
H: 4.624 2.489 1.778
H: -3.402 -1.845 -3.986
P: -1.192 -2.486 -3.332
H: 2.999 0.688 -5.192
H: -0.086 -3.402 6.725
H: -2.521 -0.380 0.225
H: 1.488 -1.105 -2.409
C: -0.413 -0.765 -3.421
C: -3.065 2.150 -0.742
H: 7.970 2.975 3.143
C: -4.057 -2.305 1.667
C: -3.506 -1.371 -1.976
N: -2.760 -1.603 2.042
H: -5.389 -2.995 -0.991
C: 0.981 4.076 2.812
C: -1.058 -3.387 -4.813
C: -5.729 2.453 0.740
H: -3.083 -3.778 -6.944
C: 1.690 0.767 -3.480
H: -4.422 0.168 6.224
N: 1.413 -1.386 3.616
H: 0.165 1.145 4.405
C: -3.975 0.959 -0.352
H: -2.264 0.701 -2.091
F: 0.548 -1.544 0.631
C: 5.287 5.237 -2.848
H: -1.395 -5.323 -1.412
P: 3.421 2.045 -0.239
H: -1.630 -1.981 5.182
C: -0.547 -1.885 5.259
H: 2.435 0.037 -1.166
H: -3.655 0.279 1.424
H: -0.535 -1.992 1.709
H: 5.668 5.422 -1.844
H: 2.836 2.459 4.997
C: 1.763 2.322 5.137
H: 2.134 5.619 3.836
C: 3.603 3.070 -1.773
C: -3.554 -0.333 5.795
H: 2.368 -4.419 -0.496
C: -4.985 -1.127 -2.014
H: -3.495 -1.285 6.322
H: 3.412 4.858 -0.789

Summary:
Total charge: +4
Gap between HOMO and LUMO, eV: 5.5
Molar mass, g mol⁻¹: 1104.6
Energy above the lowest of the compared OMol25 structures with the same formula, charge and spin, eV: 35.069
Multiplicity: 1

Löwdin atomic charge list, values in e, 99 entries:
1. C -0.240
2. H 0.085
3. H 0.086
4. H 0.130
5. C -0.065
6. C -0.049
7. H 0.117
8. H 0.022
9. H -0.151
10. H 0.112
11. H 0.016
12. N 0.140
13. H 0.134
14. C -0.169
15. H 0.111
16. H 0.122
17. C -0.044
18. C -0.013
19. H 0.071
20. H 0.057
21. H 0.104
22. C -0.311
23. H 0.053
24. H 0.141
25. H 0.106
26. C -0.219
27. H 0.078
28. H 0.132
29. H 0.099
30. H 0.091
31. C 0.039
32. H 0.115
33. H 0.161
34. C -0.027
35. H 0.113
36. H 0.095
37. C -0.131
38. C -0.227
39. H 0.066
40. H 0.068
41. H 0.122
42. H 0.106
43. H 0.091
44. H 0.103
45. P 0.532
46. C -0.260
47. H 0.086
48. C -0.040
49. H 0.155
50. C -0.093
51. H -0.006
52. H 0.151
53. H 0.122
54. C -0.402
55. H 0.090
56. C -0.234
57. H 0.099
58. H -0.009
59. H 0.114
60. F -0.177
61. C -0.149
62. C -0.104
63. H 0.113
64. H 0.110
65. H 0.110
66. H 0.106
67. C -0.211
68. C -0.006
69. H 0.095
70. H 0.097
71. H 0.046
72. H 0.090
73. C 0.025
74. H 0.093
75. H 0.116
76. H 0.087
77. H 0.104
78. C -0.198
79. H 0.121
80. H 0.077
81. H 0.099
82. H 0.090
83. C -0.101
84. H 0.054
85. H 0.121
86. H 0.080
87. H 0.108
88. H 0.132
89. C -0.204
90. H 0.107
91. H 0.089
92. F -0.297
93. C -0.082
94. H 0.102
95. H 0.088
96. C -0.158
97. H 0.045
98. F -0.179
99. H 0.134